Entry 1:
Entry from the OMol25 dataset: a cluster of 2 separate species, C3H8N2 in total (ωB97M-V with the def2-TZVPD basis set).

```
13
Properties=species:S:1:pos:R:3:forces:R:3:nbo_charge:R:1
C 0.492021 -0.030173 0.111244 0.396 5.807 0.371 0.176
C 1.918123 -0.001621 0.664301 -1.087 2.776 1.597 -0.648
C -1.801833 -0.214678 0.570791 -2.196 0.744 2.613 -0.435
N -0.031702 -0.987782 -0.770820 0.348 -0.877 -2.840 -0.476
N -0.575237 -0.830258 0.518355 1.781 -1.800 1.795 -0.308
H 0.144743 1.415001 -0.035610 0.570 -4.341 0.087 0.077
H 2.297968 1.109648 0.553062 -0.422 -2.470 -0.037 0.219
H 2.505025 -0.701089 0.140302 1.004 -0.789 -0.371 0.227
H 1.902549 -0.165213 1.793240 0.040 -0.157 -1.530 0.229
H -1.959538 -0.115428 1.684342 -0.443 0.291 -1.067 0.214
H -1.750485 0.776848 0.142189 -0.526 0.421 -0.511 0.181
H -2.602681 -0.850465 0.195454 0.023 0.087 -0.199 0.206
H -0.698436 -0.616056 -1.459945 0.511 0.308 0.093 0.336
```
Forces are in eV/Å.

Results
**Energy above the lowest of the compared OMol25 structures with the same formula, charge and spin**: 116.8 kcal/mol
**2S+1**: 1
**Orbital gap**: 10.00 eV
**Total charge**: 0
**Molar mass**: 72.11 g/mol
**LUMO energy**: 1.1 eV
**HOMO level**: -0.3269 Eh

---

Entry 2:
Entry from the OMol25 dataset: a structure of composition C38H38FeN5O2Sb2Se2 (ωB97M-V with the def2-TZVPD basis set).

```
88
Properties=species:S:1:pos:R:3:forces:R:3:mulliken_charge:R:1
Fe -0.982776 0.464717 2.121090 -0.432 0.157 0.582 0.535
O 2.921871 -4.224391 -1.068211 1.315 1.346 -0.186 -0.611
C 3.269758 -3.075415 -0.825434 -2.699 -1.625 1.755 0.066
O 4.108728 -2.280896 -1.369736 1.709 -1.594 1.278 -0.735
C 2.369963 -2.333536 0.210752 0.562 -0.114 -0.017 -1.142
C 2.707627 -1.066168 0.667679 0.211 -0.315 -0.268 -1.185
C 1.738021 -0.318842 1.296206 0.346 0.886 0.134 0.566
N 0.509973 -0.797567 1.450648 0.070 0.150 0.477 1.043
C 0.224507 -2.058989 1.152790 -0.745 -0.485 0.219 0.116
C 1.146488 -2.877094 0.548201 0.241 -0.402 -0.208 -1.018
C -1.178977 -2.479487 1.470661 0.434 0.204 -0.192 0.227
C -1.632570 -3.773928 1.326032 0.101 -0.355 -0.015 -0.889
C -2.962080 -4.059178 1.596119 0.029 -0.144 -0.039 -0.682
C -3.801233 -3.035319 1.992559 -0.046 0.071 0.026 -0.813
C -3.265789 -1.766169 2.125110 0.136 0.045 0.105 -0.273
N -1.979332 -1.493932 1.884604 -0.466 0.281 0.028 1.065
C 1.934685 1.109076 1.738656 -0.342 -0.606 -0.281 0.462
C 3.162600 1.731150 1.775661 0.366 0.019 0.006 -0.694
C 3.228239 3.072507 2.124107 0.030 0.027 -0.034 -0.760
C 2.055497 3.755988 2.398890 0.127 0.046 0.008 -0.944
C 0.865318 3.056458 2.350991 -0.082 -0.161 0.137 -0.406
N 0.806412 1.755844 2.053298 -0.246 0.195 -0.094 0.621
H 3.687084 -0.682250 0.418972 -0.103 0.031 0.264 1.273
H 0.942205 -3.891864 0.227843 -0.040 0.108 0.134 0.972
H -0.957399 -4.556007 1.003281 -0.064 0.021 0.045 0.606
H -3.335769 -5.069947 1.491624 0.025 0.028 0.001 0.504
H -4.846185 -3.211565 2.208455 0.030 0.022 -0.018 0.513
H -3.877171 -0.937060 2.457595 0.014 0.000 -0.006 0.223
H 4.062867 1.178549 1.543398 -0.011 0.048 0.037 0.624
H 4.183870 3.578606 2.166883 -0.015 -0.019 0.000 0.483
H 2.060025 4.806371 2.657341 -0.002 -0.041 -0.025 0.474
H -0.076459 3.538559 2.580915 -0.010 -0.013 -0.019 0.487
C -3.416191 -1.328084 -2.361139 -0.006 0.053 0.150 -1.408
Sb -1.337092 -1.086699 -1.862199 0.258 -0.238 -0.496 0.509
C -0.841662 -3.179617 -1.955285 -0.135 0.024 0.092 -1.467
C -0.673560 -0.897216 -3.950358 -0.253 -0.060 0.468 -1.540
C -0.347238 0.510294 -4.247837 1.408 0.579 -0.350 0.440
C -1.357138 1.469342 -4.368400 0.220 -0.280 0.160 -0.595
C -1.062385 2.811204 -4.481115 0.344 0.478 -0.007 -0.637
C 0.269887 3.261899 -4.471719 -0.745 0.140 0.003 -0.958
C 1.288649 2.352839 -4.403536 0.041 -0.905 -0.056 -0.638
C 1.032422 0.951598 -4.353486 -0.795 0.324 0.216 1.076
C 2.176577 0.068805 -4.498582 -0.730 0.198 -0.644 -1.791
Sb 3.207541 -0.954902 -2.541341 -0.668 1.538 -2.035 1.241
C 4.882502 -1.533924 -3.687619 -0.006 0.314 -0.615 -1.336
C 4.034124 0.865680 -1.788502 -0.056 0.023 0.255 -1.291
H -3.569573 -2.265898 -2.893984 0.028 0.035 -0.026 0.464
H -3.752665 -0.496880 -2.982961 0.048 -0.045 0.023 0.374
H -4.016639 -1.332601 -1.450248 -0.003 -0.032 -0.032 0.398
H -1.033153 -3.537526 -2.965824 0.009 0.037 -0.015 0.652
H -1.464217 -3.744905 -1.269657 -0.048 -0.113 0.044 0.442
H 0.206808 -3.335945 -1.704728 -0.060 0.003 -0.201 0.309
H -1.544025 -1.294125 -4.476008 0.151 0.119 -0.229 0.641
H 0.167537 -1.576168 -4.053546 0.000 -0.035 -0.060 0.470
H -2.392497 1.143233 -4.368296 0.025 0.002 0.005 0.429
H -1.866782 3.530220 -4.583286 0.026 -0.015 -0.034 0.528
H 0.484219 4.318476 -4.563901 -0.017 -0.010 0.019 0.449
H 2.319022 2.684927 -4.467003 -0.017 0.001 0.021 0.433
H 3.076550 0.592969 -4.818427 0.061 -0.137 0.112 0.679
H 2.005851 -0.859090 -5.044276 0.067 0.057 0.159 0.625
H 5.062795 -0.802798 -4.473029 0.152 -0.132 -0.166 0.423
H 4.729842 -2.529481 -4.106542 -0.024 0.136 -0.029 0.379
H 5.730237 -1.575172 -3.006714 -0.043 0.079 -0.029 0.409
H 4.876133 1.176489 -2.405708 -0.023 -0.013 0.006 0.549
H 4.382387 0.699483 -0.767896 0.130 0.157 -0.181 0.399
H 3.270344 1.647457 -1.775660 0.072 -0.071 -0.016 0.311
Se -1.990460 2.638093 4.781545 0.088 -0.127 0.031 0.039
Se -3.859326 1.695363 3.782705 0.042 0.053 -0.192 0.052
C -3.514725 2.254764 1.963952 0.228 -0.146 -0.016 0.009
C -4.451942 3.040651 1.321588 -0.042 0.052 -0.022 -0.799
C -4.193270 3.469228 0.025065 -0.157 0.042 0.078 -0.327
C -2.996569 3.124671 -0.573814 0.054 0.051 -0.146 -0.951
C -2.111928 2.332811 0.127870 0.048 -0.160 0.224 -0.656
N -2.370178 1.876555 1.367680 -0.059 0.101 -0.142 0.440
C -1.029358 1.028484 5.246498 -0.026 -0.087 -0.226 0.176
C -0.633386 0.884107 6.565130 -0.026 0.027 0.025 -0.800
C 0.055772 -0.261911 6.932198 -0.015 0.084 0.139 -0.277
C 0.282949 -1.235928 5.979202 0.055 -0.139 -0.010 -1.036
C -0.153478 -1.014796 4.688432 -0.107 0.176 -0.170 -0.162
N -0.777131 0.110942 4.302239 0.087 0.083 0.129 0.657
H -5.354725 3.332134 1.839701 -0.002 0.006 -0.017 0.513
H -4.913711 4.087717 -0.495867 0.022 -0.019 0.026 0.450
H -2.742069 3.463398 -1.569033 0.007 -0.033 0.020 0.528
H -1.163470 2.034131 -0.304881 -0.032 -0.015 -0.009 0.714
H -0.881837 1.646856 7.290607 0.013 -0.019 -0.009 0.463
H 0.383726 -0.398430 7.955163 -0.018 0.007 -0.037 0.445
H 0.788283 -2.160106 6.224596 -0.015 0.031 -0.008 0.482
H 0.008223 -1.760841 3.921253 0.003 0.012 -0.014 0.360
```
Forces are in eV/Å.

Results
**Energy above the lowest of the compared OMol25 structures with the same formula, charge and spin**: 0.0 kcal/mol
**2S+1**: 6
**Orbital gap (spin up / spin down)**: 5.82 / 6.46 eV
**Total charge**: +2
**Molar mass**: 1054.04 g/mol
**LUMO energy (spin up / spin down)**: -5.9 / -6.1 eV
**HOMO level (spin up / spin down)**: -0.4290 / -0.4612 Eh